1.
DFT (ωB97M-V/def2-TZVPD) results for a structure of composition C8H13N at a distorted geometry.

The geometry in ORCA input format:
```
! RIJCOSX wB97M-V def2-TZVPD def2/J DEFGRID3
* xyz 0 1
C -1.9917 0.1050 -0.7054
C 1.3828 0.0651 1.6411
C 1.6238 -0.4195 -1.7977
C -0.6649 0.0909 -0.0958
C 0.1665 0.1501 0.8330
C 0.7759 0.6636 -1.2341
C -1.6879 -1.4477 2.4189
C 0.6753 1.9033 -1.6832
N -1.3241 -0.2664 2.2401
H -2.3346 1.1266 -0.8727
H -1.9702 -0.4071 -1.6687
H -2.6787 -0.3797 -0.0127
H 1.9521 -0.8415 1.4292
H 2.0201 0.9315 1.4702
H 1.0683 0.0271 2.6853
H 1.0433 -1.3325 -1.9488
H 2.0423 -0.1286 -2.7668
H 2.4527 -0.6699 -1.1320
H -2.2866 -1.7564 3.2934
H -1.5028 -2.2785 1.6986
H 1.2347 2.2386 -2.5547
H 0.0036 2.6260 -1.2371
*
```

The value obtained for the total energy is -367.13636 Eh. The calculation puts the LUMO energy (spin up / spin down) at 0.0288 / 0.0288 Eh. The calculation puts the relative energy (zero: lowest compared OMol25 entry of this formula, charge and spin) at 151.09 kcal/mol.

Atomic partial charges in e from the Mulliken method, atoms 1 to 4:
1 C -1.270
2 C -1.554
3 C -1.167
4 C 0.383

=====

2.
DFT (ωB97M-V/def2-TZVPD) results for an isolated molecule of C4H6N2O at a distorted geometry.

The geometry in ORCA input format:
```
! RIJCOSX wB97M-V def2-TZVPD def2/J DEFGRID3
* xyz 0 1
C -1.7513 0.7659 -0.3789
C -0.8935 -0.3831 0.0957
O 0.1583 -0.6606 -0.8479
C 1.4088 -0.3855 -0.4670
N 2.4002 -0.5648 -1.2269
C 1.5289 0.1287 0.9021
N 1.5811 0.5244 1.9865
H -2.3325 0.5057 -1.2644
H -2.4339 1.0476 0.4272
H -1.1259 1.6314 -0.6172
H -1.4418 -1.3163 0.2166
H -0.4617 -0.1290 1.0669
H 3.2548 -0.3022 -0.7400
*
```

The value obtained for the total energy is -340.72781 Eh. The structure (SMILES) is [H]/N=C(\C#N)OCC. The calculation puts the LUMO energy at 0.0176 Eh. The calculation puts the relative energy (zero: lowest compared OMol25 entry of this formula, charge and spin) at 42.11 kcal/mol.

Atomic partial charges in e from the Mulliken method, atoms 1 to 4:
1 C -1.016
2 C -0.350
3 O -0.367
4 C 0.745

=====

3.
DFT (ωB97M-V/def2-TZVPD) results for a cluster of 2 separate species, C26H32BFN4O3 in total at a distorted geometry.

The geometry in ORCA input format:
```
! RIJCOSX wB97M-V def2-TZVPD def2/J DEFGRID3
* xyz 0 1
C 3.2659 5.4393 -1.4876
B 3.5480 3.8763 -1.9062
O 4.8992 3.4617 -2.2408
C 2.3767 2.7232 -1.9378
C 2.0439 2.0688 -3.3046
C 0.9519 0.9278 -3.4959
N 0.7973 0.4118 -4.8292
C -0.1872 -0.6219 -4.7883
C -0.9977 -1.1034 -3.5513
C -2.0783 -2.3056 -3.6662
C -1.4668 -3.5022 -2.7493
F -3.2636 -1.8511 -2.9520
N -0.8368 -0.5232 -2.2594
C 0.1721 0.4995 -2.2296
C 0.4517 1.1748 -0.8191
C -0.4615 0.6814 0.4285
C -1.9876 1.1516 0.1159
N -2.2054 2.1641 -0.7216
C 1.5603 2.2603 -0.6705
C 1.9140 2.9431 0.7571
C 3.3012 2.2615 1.2363
C 3.1132 0.9957 2.1879
O 1.9766 0.5071 2.5018
N 4.2987 0.3064 2.8336
C 3.9230 0.2760 4.2932
C 3.7521 -1.0898 5.0388
C 3.3388 -1.0574 6.5340
C 3.1160 0.3469 7.2133
C 3.2563 1.7054 6.4750
C 3.6895 1.6741 4.9590
H 2.1164 5.5342 -1.4073
H 3.6736 6.1883 -2.2608
H 3.7547 5.6496 -0.4575
H 5.4200 4.2901 -2.4042
H 2.6250 2.4313 -4.2184
H -0.4242 -1.1406 -5.7937
H -2.2845 -2.6244 -4.7411
H -0.3339 -3.6225 -2.9590
H -1.5397 -3.2356 -1.6243
H -1.9904 -4.5037 -2.9121
H -0.1846 1.2200 1.4053
H -0.3976 -0.4674 0.5205
H -2.9065 0.6484 0.5815
H -3.2254 2.3103 -0.8320
H 2.1466 4.0725 0.6395
H 1.0659 2.8569 1.5152
H 4.0245 3.0174 1.7339
H 3.8273 1.8898 0.2707
H 4.2204 -0.6891 2.5354
H 3.9230 -2.0303 4.4155
H 3.2154 -2.0500 7.0820
H 2.8361 0.3261 8.3233
H 3.0916 2.7261 6.9531
H 3.8029 2.6554 4.3714
C -6.7516 -3.3416 -1.4355
C -6.4345 -3.5779 0.0242
C -5.6606 -4.8807 -0.0276
O -4.9813 -4.9098 -1.2896
C -5.5002 -3.8578 -2.1169
H -6.9678 -2.2990 -1.6754
H -7.6153 -3.9473 -1.7305
H -5.7902 -2.7752 0.3983
H -7.3179 -3.6321 0.6631
H -6.3331 -5.7445 0.0112
H -4.9331 -4.9691 0.7830
H -4.7358 -3.0783 -2.1851
H -5.6967 -4.2420 -3.1209
*
```

The value obtained for the total energy is -1579.01143 Eh. The structure (SMILES) is [H]/N=C/Cc1c(CCC(=O)Nc2ccccc2)c(B(C)O)cc2ncc([C@@H](C)F)nc12.C1CCOC1. The calculation puts the LUMO energy at -0.0288 Eh.

Atomic partial charges in e from the Mulliken method, atoms 1 to 4:
1 C -0.966
2 B 0.571
3 O -0.607
4 C 0.314

=====

4.
DFT (ωB97M-V/def2-TZVPD) results for a structure of composition C11H8LuNO5 at a distorted geometry.

The geometry in ORCA input format:
```
! RIJCOSX wB97M-V def2-TZVPD def2/J DEFGRID3
* xyz 2 1
O -0.9880 -5.3575 -3.6762
C -1.2472 -4.5716 -2.8770
Lu -1.5101 0.3471 -1.6936
O 2.2173 -1.3662 -0.4505
C 1.2211 -0.8937 -0.8137
C 1.1612 1.5423 -2.0542
O 2.2445 1.8541 -1.6370
C 0.5591 1.8949 -3.4821
O 0.6308 2.6459 -4.3805
C 0.3156 -0.9481 -3.3693
O 1.0820 -1.5028 -4.0291
H -3.2771 -0.0096 -1.3681
N -1.1250 1.4268 0.2090
C -0.5704 0.8586 1.5107
C -1.2381 -0.2107 2.0706
C -0.5665 -0.9173 3.0497
C 0.7112 -0.5471 3.4586
C 1.2852 0.6310 2.9517
C 0.6275 1.3741 1.9669
H -2.1747 1.5800 0.2994
H -0.7286 2.3936 0.0771
H -2.2157 -0.5145 1.7124
H -1.0129 -1.7935 3.4948
H 1.2904 -1.1569 4.1835
H 2.2459 0.9748 3.3117
H 1.0623 2.2663 1.5351
*
```

The value obtained for the total energy is -2089.60119 Eh. The calculation puts the LUMO energy (spin up / spin down) at -0.3731 / -0.3772 Eh. The calculation puts the relative energy (zero: lowest compared OMol25 entry of this formula, charge and spin) at 105.22 kcal/mol.

Atomic partial charges in e from the Mulliken method, atoms 1 to 4:
1 O -0.141
2 C 0.146
3 Lu 1.370
4 O -0.111

=====

5.
DFT (ωB97M-V/def2-TZVPD) results for a structure of composition C5H10O2.

The geometry in ORCA input format:
```
! RIJCOSX wB97M-V def2-TZVPD def2/J DEFGRID3
* xyz 0 1
O 2.1975 0.3624 0.9293
C 1.9423 -0.5666 -0.1082
C 0.4703 -0.9701 -0.1710
C -0.4321 0.2576 -0.2101
C -1.8911 0.1572 -0.6765
O -2.3463 0.9217 0.4486
C -1.0708 0.7784 1.0887
H 1.7946 1.2016 0.6729
H 2.5760 -1.4335 0.1007
H 2.2537 -0.1590 -1.0840
H 0.2204 -1.5866 0.7022
H 0.3093 -1.5939 -1.0610
H 0.0639 1.0762 -0.7493
H -2.2970 -0.8648 -0.6683
H -2.1382 0.6365 -1.6304
H -0.7039 1.7236 1.5053
H -1.1045 0.0242 1.8887
*
```

The value obtained for the total energy is -346.93695 Eh. The calculation puts the LUMO energy at 0.0329 Eh. The calculation puts the relative energy (zero: lowest compared OMol25 entry of this formula, charge and spin) at 55.53 kcal/mol.

Atomic partial charges in e from the Mulliken method, atoms 1 to 4:
1 O -0.532
2 C -0.642
3 C -0.492
4 C -0.053

=====

6.
DFT (ωB97M-V/def2-TZVPD) results for an isolated molecule of C6H10O.

The geometry in ORCA input format:
```
! RIJCOSX wB97M-V def2-TZVPD def2/J DEFGRID3
* xyz 0 1
C -1.4906 -1.2646 -0.9683
C -0.9625 0.1230 -0.5778
C -1.3038 0.4813 0.8905
C 0.9842 0.7884 0.7649
O 1.8409 1.8584 0.9122
C 1.3767 -0.6111 0.3870
C 0.5608 0.2506 -0.5681
H -2.5872 -1.2934 -0.9024
H -1.0939 -2.0304 -0.2888
H -1.2018 -1.5203 -1.9984
H -1.3424 0.8670 -1.2983
H 0.0516 0.6879 1.4996
H -1.5917 1.5602 0.8796
H 2.3567 1.7162 1.7309
H 2.4212 -0.7471 0.1079
H 0.9061 -1.4504 0.8983
H 1.0758 0.5843 -1.4689
*
```

The value obtained for the total energy is -309.65749 Eh. The calculation puts the LUMO energy at 0.0096 Eh. The calculation puts the relative energy (zero: lowest compared OMol25 entry of this formula, charge and spin) at 116.01 kcal/mol.

Atomic partial charges in e from the Mulliken method, atoms 1 to 4:
1 C -1.235
2 C 0.141
3 C -0.784
4 C 0.321

=====

7.
DFT (ωB97M-V/def2-TZVPD) results for an isolated molecule of C3H6O at a distorted geometry.

The geometry in ORCA input format:
```
! RIJCOSX wB97M-V def2-TZVPD def2/J DEFGRID3
* xyz 0 1
C 0.4947 1.2453 0.0514
C -0.3725 0.0108 0.2975
C -0.3146 -1.4365 -0.3060
O 0.2805 -1.0645 0.8994
H 0.9824 1.5830 0.9781
H -0.0888 2.0893 -0.3234
H 1.2898 1.0434 -0.6616
H -1.4077 0.2081 0.5143
H -1.0575 -2.2588 -0.1878
H 0.1937 -1.4201 -1.2618
*
```

The value obtained for the total energy is -193.06999 Eh. The structure (SMILES) is C[C@H]1CO1. The calculation puts the LUMO energy at 0.0443 Eh. The calculation puts the relative energy (zero: lowest compared OMol25 entry of this formula, charge and spin) at 45.94 kcal/mol.

Atomic partial charges in e from the Mulliken method, atoms 1 to 4:
1 C -1.003
2 C 0.084
3 C -0.367
4 O -0.386

=====

8.
DFT (ωB97M-V/def2-TZVPD) results for a structure of composition C25H56FeN10OS at a distorted geometry.

The geometry in ORCA input format:
```
! RIJCOSX wB97M-V def2-TZVPD def2/J DEFGRID3
* xyz 2 5
Fe -0.1614 -0.0733 0.0573
C -1.2811 -0.3711 2.8741
N -2.5964 -0.0488 2.4479
C -3.2363 1.1058 3.0806
C -3.0224 -0.5479 1.2419
N -2.1151 -0.9416 0.3766
C -2.4942 -1.9042 -0.6670
C -1.2421 -2.6355 -1.1426
N -0.1395 -1.6845 -1.3434
C 1.2363 -2.1924 -1.0070
C 1.6754 -1.5834 0.3544
N 2.0540 -0.1777 0.2071
C 3.2262 0.2170 0.6296
N 3.4745 1.5459 0.7520
C 4.8195 2.1081 0.6623
C 2.4158 2.5296 0.8799
N 4.2665 -0.6405 0.8936
C 4.6007 -1.7319 -0.0095
C 5.1810 -0.4316 2.0106
C -0.3067 -0.7881 -2.5380
C 0.4791 0.5338 -2.4420
N -0.0754 1.3957 -1.3571
C -0.1420 2.6918 -1.5343
N -0.9934 3.4145 -0.7759
C -0.7021 4.7919 -0.3785
C -2.0330 2.7487 -0.0111
N 0.6011 3.3638 -2.4586
C 0.0481 4.4458 -3.2677
C 1.9964 3.0264 -2.7037
N -4.3596 -0.6185 1.0556
C -5.3002 -0.8750 2.1470
C -4.9566 -0.3512 -0.2497
H -1.1815 -0.1627 3.9388
H 0.4933 0.5348 2.7153
H -1.0887 -1.4252 2.6855
H -2.5072 1.9108 3.1871
H -3.6340 0.8546 4.0634
H -4.0503 1.4644 2.4559
H -2.9737 -1.4199 -1.5192
H -3.2095 -2.6365 -0.2846
H -1.4509 -3.2032 -2.0529
H -0.9270 -3.3417 -0.3731
H 1.9272 -1.9152 -1.8014
H 1.2289 -3.2799 -0.9440
H 2.3589 -2.2116 0.9236
H 0.7445 -1.5659 0.9831
H 5.4952 1.4010 0.1909
H 5.2158 2.3887 1.6400
H 4.7777 3.0035 0.0410
H 1.4504 2.0436 0.9907
H 2.3790 3.1735 -0.0050
H 2.6061 3.1663 1.7466
H 3.9492 -1.7105 -0.8786
H 4.5143 -2.7061 0.4787
H 5.6293 -1.6223 -0.3588
H 4.7815 0.3232 2.6822
H 6.1778 -0.1292 1.6812
H 5.2785 -1.3639 2.5696
H -1.3659 -0.5407 -2.6053
H -0.0181 -1.2617 -3.4799
H 0.4292 0.9844 -3.4322
H 1.5275 0.3099 -2.2381
H 0.2745 5.0923 -0.7458
H -0.6954 4.8568 0.7116
H -1.4527 5.4854 -0.7588
H -2.4001 1.8793 -0.5560
H -2.8594 3.4428 0.1390
H -1.6682 2.4211 0.9691
H -1.0111 4.5673 -3.0582
H 0.1650 4.2029 -4.3249
H 0.5588 5.3917 -3.0742
H 2.3337 2.2763 -1.9917
H 2.6101 3.9204 -2.5732
H 2.1556 2.6520 -3.7169
H -4.7678 -1.2028 3.0351
H -5.9823 -1.6684 1.8433
H -5.8901 0.0124 2.3844
H -4.2428 0.1628 -0.8882
H -5.8148 0.3064 -0.1070
H -5.2991 -1.2589 -0.7479
O -0.3185 0.4351 2.1670
S 2.1995 0.8458 4.0577
C 1.5424 2.3732 4.8222
C 0.8790 1.9211 6.1207
C 1.7907 0.8525 6.7108
C 2.0750 -0.1513 5.5935
H 0.8529 2.8543 4.1304
H 2.3712 3.0516 5.0187
H -0.1055 1.4925 5.9084
H 0.7351 2.7631 6.7986
H 1.3467 0.3526 7.5718
H 2.7240 1.3128 7.0407
H 1.2684 -0.8751 5.4906
H 3.0086 -0.6897 5.7350
*
```

The value obtained for the total energy is -3270.43522 Eh. The calculation puts the LUMO energy (spin up / spin down) at -0.1437 / -0.1517 Eh.

Atomic partial charges in e from the Mulliken method, atoms 1 to 4:
1 Fe 0.786
2 C -1.314
3 N 0.288
4 C -1.220

=====

9.
DFT (ωB97M-V/def2-TZVPD) results for a structure of composition C26H14BBrF4LaN5O4S2Se at a distorted geometry.

The geometry in ORCA input format:
```
! RIJCOSX wB97M-V def2-TZVPD def2/J DEFGRID3
* xyz 0 1
La 0.0875 -0.4338 0.6763
Se -8.0943 -1.0845 0.0201
N -7.0513 0.2919 0.3703
C -5.8163 -0.0971 0.1730
C -4.6606 0.7514 0.3654
C -4.7876 2.1045 0.6803
C -3.6477 2.8411 0.8916
C -2.4164 2.1993 0.8054
N -2.2728 0.9221 0.4876
C -3.3769 0.1968 0.2373
C -3.2042 -1.1958 -0.2045
N -1.9497 -1.6597 -0.3745
C -1.7874 -2.9066 -0.7974
C -2.8465 -3.7658 -1.0765
C -4.1294 -3.3104 -0.9072
C -4.3227 -2.0009 -0.4615
C -5.6485 -1.4641 -0.2387
N -6.7523 -2.1562 -0.3707
H -5.7770 2.5356 0.7494
H -3.6969 3.8928 1.1349
H -1.5124 2.7526 1.0184
H -0.7699 -3.2560 -0.9354
H -2.6437 -4.7730 -1.4116
H -4.9955 -3.9275 -1.1047
O 2.9684 0.7039 -1.2239
S 2.8483 -0.4458 -0.3807
O 2.5483 -0.1719 1.0231
N 1.6875 -1.5265 -0.8451
C 2.2614 -2.7051 -1.1842
S 1.4500 -4.0633 -1.6584
C 3.7441 -2.7032 -1.0776
C 4.6218 -3.7287 -1.3902
C 5.9804 -3.5191 -1.2034
C 6.4615 -2.3088 -0.7121
C 5.5876 -1.2762 -0.4012
C 4.2424 -1.5077 -0.5905
H 4.2355 -4.6656 -1.7677
H 6.6734 -4.3137 -1.4466
H 7.5241 -2.1616 -0.5736
H 5.9380 -0.3251 -0.0219
Br 3.3875 7.4221 -0.6158
C 2.5734 5.7368 -0.3128
C 2.0007 5.0668 -1.3831
C 1.4047 3.8381 -1.1624
C 1.3781 3.3006 0.1196
C 1.9611 3.9815 1.1817
C 2.5677 5.2073 0.9684
C 0.7039 1.9992 0.3540
O 0.4964 1.6004 1.5350
O 0.3179 1.3041 -0.6343
H 2.0249 5.5050 -2.3710
H 0.9646 3.2681 -1.9694
H 1.9376 3.5337 2.1663
H 3.0240 5.7517 1.7830
F 0.1450 -2.6052 1.7069
B -0.2909 -1.8923 2.8899
F -1.4831 -1.2077 2.4620
F 0.6658 -0.8641 3.0540
F -0.4792 -2.6844 3.9548
*
```

The value obtained for the total energy is -7802.11325 Eh. The calculation puts the LUMO energy at -0.0429 Eh. The calculation puts the relative energy (zero: lowest compared OMol25 entry of this formula, charge and spin) at 27.64 kcal/mol.

Atomic partial charges in e from the Mulliken method, atoms 1 to 4:
1 La 1.420
2 Se 0.273
3 N -0.850
4 C 0.949

=====

10.
DFT (ωB97M-V/def2-TZVPD) results for a cluster of 2 separate species, C3H9NO2S in total at a distorted geometry.

The geometry in ORCA input format:
```
! RIJCOSX wB97M-V def2-TZVPD def2/J DEFGRID3
* xyz 0 1
C 1.2513 0.6589 1.1447
C -0.1577 1.4731 1.2176
S 0.0906 3.1470 2.1596
C 1.0297 -0.8677 1.0859
N 0.1671 -1.2962 0.0511
O 1.7442 -1.6309 1.7233
H 2.1359 0.8202 1.9125
H 1.5306 0.8661 0.1066
H -0.9667 0.9804 1.7730
H -0.5241 1.9290 0.2041
H 1.4449 2.9153 2.3573
H -0.7821 -0.8615 0.0923
H 0.3896 -2.2613 -0.2045
H -1.9506 -1.4083 -4.8778
H -2.6355 -2.6370 -4.0664
O -2.7672 -1.8273 -4.6793
*
```

The value obtained for the total energy is -723.08798 Eh. The structure (SMILES) is NC(=O)CCS.O. The calculation puts the LUMO energy at 0.0126 Eh. The calculation puts the relative energy (zero: lowest compared OMol25 entry of this formula, charge and spin) at 50.43 kcal/mol.

Atomic partial charges in e from the Mulliken method, atoms 1 to 4:
1 C -0.279
2 C -0.701
3 S -0.226
4 C 0.257